Entry from the Open Molecules 2025 dataset: a molecular structure, C5H4 at a distorted geometry (ωB97M-V with the def2-TZVPD basis set).

Lowest unoccupied orbital energy, eV: -2.39
Electronic energy, eV: -5240.0318
Energy relative to the best compared isomer or geometry (same formula, charge and spin), kcal/mol: 142.1
Kohn-Sham gap, eV: 7.555
Charge: 0
Max |F|, hartree/bohr: 0.0251

Geometry as XYZ:
```
9
Properties=species:S:1:pos:R:3:forces:R:3:mulliken_charge:R:1
C 1.238 0.578 -0.003 -0.4 -0.1 -0.1 0.28
C 2.405 1.064 0.172 0.3 0.0 0.1 -0.18
C 0.335 -0.656 -0.068 0.7 -0.1 0.1 0.45
C 0.444 -1.966 0.058 -0.1 -0.1 0.0 -0.65
C -0.181 0.605 -0.268 -0.4 0.2 -0.1 -0.46
H -0.430 -2.590 -0.048 -0.2 0.0 0.0 0.28
H 1.382 -2.453 0.269 0.1 0.1 0.0 0.28
H -2.557 3.036 0.154 -0.2 -1.0 -0.7 0.10
H -2.636 2.382 -0.265 0.1 1.1 0.7 -0.09
```
Positions in Å, forces in eV/Å.